Entry 1:
129
Properties=species:S:1:pos:R:3 method="wB97M-V/def2-TZVPD" multiplicity=1 largest_force_ev_per_a=1.81 gap_ha=0.262 total_charge=-1 e_homo_ev=-5.017
C -5.1824 -3.6970 0.3960
C -4.3381 -2.5494 0.9628
C -3.2320 -2.1232 -0.0202
C -3.4259 -0.6910 -0.5251
N -2.1465 -0.0733 -0.9596
C -1.7028 1.0051 -0.0633
C -0.1861 1.1081 0.0133
C 0.3868 0.1946 1.1023
C 1.7983 -0.3280 0.8002
Ga 1.9338 -2.3686 0.9486
Br 2.7552 -2.7909 3.2107
C 3.3557 -2.9968 -0.3716
C 3.2292 -4.3977 -1.0296
C 2.1301 -5.3149 -0.5076
N 1.9776 -6.5435 -1.3332
C -2.0843 0.2065 -2.2878
S -1.5541 1.5936 -2.9804
S -2.6843 -1.1066 -3.3710
C -1.1332 -1.8505 -3.9166
C -0.3294 -2.5877 -2.8429
C 0.6081 -1.6607 -2.0388
H -5.5289 -3.4236 -0.5991
H -6.0211 -3.9442 1.0399
H -4.5449 -4.5724 0.2889
H -3.8764 -2.8920 1.8857
H -4.9989 -1.7172 1.2020
H -3.2003 -2.8025 -0.8671
H -2.2749 -2.1353 0.4983
H -4.1520 -0.7034 -1.3347
H -3.8627 -0.0893 0.2660
H -2.0319 0.7416 0.9409
H -2.1956 1.9481 -0.3033
H 0.2823 0.9107 -0.9450
H 0.0437 2.1394 0.2834
H 0.4455 0.7718 2.0277
H -0.2988 -0.6317 1.3091
H 2.1209 -0.0740 -0.2093
H 2.5198 0.0779 1.5068
H 0.4564 -2.9456 0.7174
H 3.4009 -2.2487 -1.1606
H 4.2990 -2.9723 0.1724
H 4.1714 -4.9306 -0.8713
H 3.0953 -4.3087 -2.1105
H 1.1706 -4.8101 -0.5248
H 2.3711 -5.6072 0.5127
H 1.3146 -6.3347 -2.0657
H 2.8643 -6.7447 -1.7780
H -0.5066 -1.1205 -4.4268
H -1.4553 -2.5542 -4.6847
H -0.9891 -3.1627 -2.1990
H 0.2890 -3.3060 -3.3844
H 1.6127 -2.0700 -1.9951
H 0.2342 -1.5061 -1.0318
H 0.6790 -0.6994 -2.5430
C 0.8621 -1.8570 10.3244
C 2.2924 -1.3797 10.4583
O 3.1688 -2.0646 9.5557
C 3.1320 -1.6287 8.2915
O 2.4565 -0.7167 7.8817
O 3.9457 -2.3707 7.5613
C 3.9732 -1.9793 6.1731
H 0.8115 -2.9402 10.4397
H 0.2358 -1.3921 11.0866
H 0.4584 -1.6046 9.3451
H 2.6777 -1.6045 11.4517
H 2.3694 -0.3039 10.3028
H 4.2168 -0.9218 6.0848
H 3.0200 -2.1836 5.6931
H 4.7480 -2.5650 5.6911
C 7.1589 1.2999 -3.2077
C 6.1250 2.0705 -2.4142
O 5.5200 1.2600 -1.4031
C 6.2447 1.0883 -0.2958
O 7.3274 1.5763 -0.0809
O 5.5651 0.2980 0.5200
C 6.2380 -0.0280 1.7381
H 6.7210 0.3869 -3.6126
H 7.5322 1.9077 -4.0328
H 8.0010 1.0182 -2.5770
H 5.3030 2.3780 -3.0583
H 6.5536 2.9659 -1.9640
H 6.5751 0.8712 2.2493
H 7.0859 -0.6803 1.5325
H 5.5255 -0.5576 2.3642
C -3.8074 0.5752 -6.6854
C -2.4039 1.1210 -6.5498
O -1.5276 0.5726 -7.5571
C -1.6280 1.1088 -8.7631
O -2.3465 2.0175 -9.0930
O -0.7732 0.4725 -9.5732
C -0.8058 0.9194 -10.9273
H -3.7919 -0.5153 -6.6736
H -4.4232 0.9241 -5.8565
H -4.2673 0.8966 -7.6206
H -1.9829 0.8230 -5.5939
H -2.3913 2.2093 -6.5971
H -0.6789 1.9981 -10.9856
H -1.7444 0.6322 -11.3994
H 0.0210 0.4251 -11.4293
C 0.6860 5.7512 4.1123
C 0.6704 4.6640 3.0584
O 1.4529 3.5323 3.4493
C 0.8629 2.7045 4.3195
O -0.2508 2.8351 4.7627
O 1.7058 1.7223 4.5883
C 1.2325 0.7555 5.5420
H 1.7127 6.0233 4.3608
H 0.1652 6.6378 3.7487
H 0.1970 5.4131 5.0249
H 1.1289 5.0202 2.1374
H -0.3465 4.3480 2.8272
H 0.2584 0.3740 5.2433
H 1.1800 1.1987 6.5324
H 1.9518 -0.0497 5.5452
C -4.3746 4.0573 -2.9356
C -4.9943 2.7254 -2.5821
O -5.4514 2.6975 -1.2170
C -6.6110 3.2964 -0.9827
O -7.3241 3.8275 -1.7946
O -6.8685 3.1981 0.3247
C -8.0723 3.8435 0.7383
H -3.5859 4.3062 -2.2246
H -3.9435 4.0150 -3.9359
H -5.1178 4.8543 -2.9106
H -4.2437 1.9437 -2.6535
H -5.8134 2.4712 -3.2550
H -8.9186 3.5091 0.1423
H -7.9687 4.9247 0.6597
H -8.2222 3.5662 1.7775


Entry 2:
34
Properties=species:S:1:pos:R:3 method="wB97M-V/def2-TZVPD" multiplicity=1 largest_force_ev_per_a=5.44 gap_ha=0.370 e_homo_ev=-9.717
C 2.1319 -0.9073 -0.2211
C 1.2151 0.3282 -0.1678
C 1.4950 -1.9651 -1.2450
C 0.2398 -2.5487 -0.6422
C -0.2139 1.7778 1.2604
C -0.2417 1.8071 2.8490
C -1.6895 1.7710 0.7098
C -1.9585 1.5315 -0.7827
C -2.1202 -0.0221 -1.1320
H 2.6972 -1.0309 1.8633
H 2.6465 -2.4694 0.9795
H 3.1351 -0.6032 -0.4551
H 2.1719 -2.9370 -1.2586
H 1.4093 -0.5900 -2.3963
H 0.1991 -3.0352 0.3184
H -0.1017 -3.3352 -1.3287
H -0.6286 -1.8091 -0.6780
H 0.6606 -0.1861 1.6486
H 0.3981 2.6201 0.8902
H -2.3909 1.1766 1.3216
H -1.9788 2.8151 0.8676
H -2.8383 2.0790 -1.0911
H -1.0676 1.8844 -1.2870
H -0.6696 -0.1285 -2.6367
H -2.0265 -1.3037 -2.5906
H -0.5491 3.6557 2.7430
N 2.1831 -1.5861 1.1718
N 0.6747 0.5774 0.9706
N -1.6529 -0.3247 -2.3915
O 1.0860 1.0820 -1.2266
O 1.1174 -1.4754 -2.5462
O -0.1433 0.7738 3.4693
O -2.7856 -0.6602 -0.3986
O -0.4042 3.0382 3.4126


Entry 3:
60
Properties=species:S:1:pos:R:3 method="wB97M-V/def2-TZVPD" multiplicity=1 largest_force_ev_per_a=4.36 gap_ha=0.327 total_charge=-1 e_homo_ev=-6.662
N -0.7955 0.8820 -1.1853
C -1.4637 1.6149 -0.1181
C -2.4456 2.4335 -0.9405
C -1.9411 0.7290 1.0444
N -2.8584 -0.3551 0.5124
C -2.6382 -1.5907 1.3795
C -1.3439 -2.3763 1.4026
O -0.6249 -2.2006 2.7305
H -0.0126 1.3271 -1.7250
H -0.2479 0.0454 -0.8328
H -0.6463 2.1499 0.3468
H -2.5574 2.0182 -1.9115
H -3.3129 2.5416 -0.2848
H -1.9306 3.4339 -0.9924
H -2.5554 1.4435 1.6317
H -1.1569 0.3192 1.6469
H -2.6106 -0.4346 -0.4443
H -3.4097 -2.3458 1.1605
H -2.9318 -1.1257 2.2875
H -0.6375 -2.0388 0.6707
H -1.5468 -3.4400 1.4132
H 0.4087 -1.2923 -2.5687
H -0.2209 0.0662 -3.0828
O -0.2369 -0.8938 -3.2032
H 1.1037 0.2550 0.7853
H 1.6491 -0.3137 2.2072
O 0.7965 -0.3235 1.7614
H 3.4496 -2.3284 -2.6516
H 2.8481 -2.4629 -1.1940
O 3.6292 -2.6947 -1.7671
H 0.1695 -1.6359 2.5004
H 2.5013 0.7463 0.1960
O 1.8578 0.4792 -0.4109
H 1.9215 2.2909 -0.1840
H 3.0976 3.1539 0.3508
O 2.1054 3.2524 0.1720
H 2.8763 0.1747 -1.9852
H 3.8580 -0.6986 -2.0932
O 3.7416 0.2235 -2.4597
H 0.3257 0.7286 4.0009
H 0.0485 2.0750 4.6748
O 0.7090 1.4082 4.5785
H -1.8655 -2.9089 -4.0251
H -1.3114 -1.8643 -3.1412
O -1.9524 -2.6742 -3.0838
H 4.6330 1.1483 -0.0487
H 4.2301 0.4533 1.2197
O 4.9451 0.9561 0.8553
H 1.6285 -1.0610 -0.6100
H 1.2254 -1.7706 0.6292
O 1.5906 -2.0946 -0.2723
H -4.5122 0.4644 1.2120
H -4.8941 1.6965 0.3377
O -5.1930 1.0862 1.0347
H -0.1031 4.8169 0.6287
H 0.3090 3.7519 1.6477
O -0.3674 4.3756 1.4127
H 0.2819 -4.0093 -2.1754
H 1.2290 -3.3640 -1.3310
O 1.1547 -4.2433 -1.7089


Entry 4:
108
Properties=species:S:1:pos:R:3 method="wB97M-V/def2-TZVPD" multiplicity=4 largest_force_ev_per_a=0.84 gap_ha="0.232 / 0.200" total_charge=+2 s2=3.811 e_homo_ev="-12.154 / -12.160"
Re -0.1786 0.5444 -0.1114
N -0.3598 3.5334 -0.7350
C -0.2901 2.3131 -1.2266
S 1.7127 1.6578 0.8084
N -0.1243 2.1428 -2.5747
N 0.7707 0.0882 -1.9322
C 1.6548 -0.7963 -2.1282
C 2.0198 -1.5663 -0.9492
C 3.0534 -2.4742 -0.9736
C 3.2907 -3.2438 0.1588
C 2.4568 -3.0829 1.2446
C 1.4267 -2.1464 1.1917
N 1.2063 -1.3797 0.1238
H -0.3486 3.6456 0.2661
H -0.3665 4.3753 -1.2875
H 2.0363 -1.0349 -3.1192
H 3.6627 -2.5703 -1.8643
H 4.1043 -3.9580 0.1819
H 2.5858 -3.6686 2.1466
H 0.7718 -2.0038 2.0371
C -7.0258 0.4634 -0.7439
C -6.3011 1.8272 -0.7958
C -7.3227 2.9345 -1.0333
C -5.2661 1.7706 -1.9145
C -5.4509 2.2137 -3.2184
C -4.4693 2.0500 -4.1923
C -3.2757 1.4139 -3.8921
C -3.0602 0.9564 -2.5938
P -1.6560 0.0029 -2.0005
C -0.1114 0.7147 -2.9332
C 0.2007 3.2196 -3.4271
C 0.2272 3.2875 -4.7781
C 0.0671 2.2802 -5.7472
C 0.0011 0.8888 -5.5118
C 0.0022 0.2332 -4.3282
C -1.8907 -1.6906 -2.5813
C -1.2281 -2.7244 -1.9160
C -1.3929 -4.0414 -2.3216
C -2.2367 -4.3363 -3.3840
C -2.9113 -3.3163 -4.0428
C -2.7446 -1.9976 -3.6446
C -4.0547 1.1610 -1.6454
O -3.7591 0.7225 -0.3816
C -4.2850 1.4569 0.6567
C -3.4822 1.5964 1.7766
C -4.0351 2.2723 2.8673
C -5.3099 2.8058 2.7911
C -6.0449 2.7056 1.6161
C -5.5414 2.0256 0.5167
P -1.7565 0.9246 1.8808
C -2.0359 -0.6607 2.7184
C -2.6268 -0.7350 3.9800
C -2.8320 -1.9666 4.5798
C -2.4737 -3.1368 3.9192
C -1.9289 -3.0754 2.6453
C -1.7102 -1.8391 2.0515
C -1.0570 2.1284 3.0584
C -0.5922 1.8052 4.3233
C -0.1364 2.8056 5.1761
C -0.1472 4.1308 4.7728
C -0.6318 4.4671 3.5127
C -1.0896 3.4692 2.6687
H -7.5605 0.2836 -1.6801
H -7.7466 0.4549 0.0763
H -6.3197 -0.3558 -0.5870
H -7.8478 2.7720 -1.9762
H -6.8550 3.9223 -1.0581
H -8.0862 2.9287 -0.2551
H -6.3794 2.6997 -3.4922
H -4.6457 2.4158 -5.1958
H -2.5213 1.2834 -4.6575
H 0.4677 4.1203 -2.8983
H 0.4410 4.2815 -5.1527
H 0.0726 2.6006 -6.7805
H -0.0301 0.2575 -6.3928
H -0.0277 -0.8506 -4.3702
H -0.5935 -2.4957 -1.0693
H -0.8779 -4.8382 -1.7994
H -2.3817 -5.3649 -3.6907
H -3.5757 -3.5491 -4.8657
H -3.2840 -1.2130 -4.1607
H -3.4582 2.4188 3.7714
H -5.7226 3.3316 3.6431
H -7.0229 3.1682 1.5652
H -2.9410 0.1639 4.4955
H -3.2825 -2.0157 5.5637
H -2.6385 -4.0956 4.3938
H -1.6804 -3.9869 2.1151
H -1.3281 -1.7917 1.0347
H -0.5707 0.7767 4.6547
H 0.2324 2.5407 6.1595
H 0.2026 4.9055 5.4439
H -0.6737 5.5052 3.2040
H -1.5692 3.7458 1.7339
S 1.8284 -0.0383 3.6902
C 3.0369 0.0409 2.5797
N 2.9968 0.6463 1.3495
C 4.1600 0.4814 0.5600
C 4.3628 0.9397 -0.7349
C 5.5643 0.6317 -1.3607
C 6.5435 -0.1165 -0.7086
C 6.3386 -0.5619 0.5896
C 5.1375 -0.2522 1.2145
S 4.5930 -0.6955 2.8116
H 3.6035 1.5356 -1.2282
H 5.7483 0.9917 -2.3667
H 7.4767 -0.3398 -1.2110
H 7.1013 -1.1307 1.1092